[1]
Computed, not measured: a structure of composition C20H23MgPSe2 in a non-equilibrium geometry, with ωB97M-V/def2-TZVPD.

Positions of all 47 atoms, in Å:
C (1.377, -1.229, -1.146)
C (1.828, 1.094, -2.919)
C (0.534, -1.339, -2.396)
H (1.279, -2.134, -0.536)
C (1.506, 0.595, -4.187)
H (1.594, 2.148, -2.700)
H (-0.461, -1.756, -2.195)
H (1.232, 1.261, -5.017)
C (1.222, -1.902, -3.624)
H (0.449, -2.453, -4.181)
H (2.009, -2.632, -3.368)
C (2.817, -0.822, -1.408)
H (3.306, -1.595, -2.017)
H (3.341, -0.805, -0.437)
C (2.983, 0.561, -2.082)
H (3.897, 0.532, -2.695)
H (3.183, 1.297, -1.283)
C (1.842, -0.832, -4.597)
H (2.930, -1.008, -4.692)
H (1.410, -0.998, -5.599)
Mg (-0.123, 0.517, -2.983)
H (1.564, -2.080, 0.951)
Se (0.311, -2.349, 1.810)
P (-0.507, -0.271, 1.427)
Se (0.550, 0.497, -0.401)
C (-2.281, -0.095, 1.085)
C (-3.067, 0.789, 1.860)
C (-4.405, 1.000, 1.526)
C (-4.966, 0.347, 0.418)
C (-4.179, -0.506, -0.365)
C (-2.841, -0.732, -0.035)
C (-0.166, 0.554, 3.003)
C (0.509, 1.788, 3.017)
C (0.818, 2.386, 4.242)
C (0.477, 1.755, 5.448)
C (-0.217, 0.538, 5.428)
C (-0.551, -0.062, 4.211)
H (-2.621, 1.300, 2.718)
H (-5.007, 1.671, 2.137)
H (-6.014, 0.509, 0.170)
H (-4.613, -0.998, -1.240)
H (-2.223, -1.404, -0.634)
H (0.777, 2.259, 2.069)
H (1.336, 3.346, 4.251)
H (0.750, 2.215, 6.400)
H (-0.508, 0.059, 6.366)
H (-1.083, -1.015, 4.201)

Forces on atoms 1 to 6 (eV/Å):
-0.6 0.2 -1.7
2.0 0.9 2.1
-0.1 -1.1 0.4
0.2 0.7 -0.1
0.3 0.2 -2.7
0.3 0.0 -0.4

Summary:
Molar mass ... 476.60 g mol⁻¹
Energy relative to the best compared isomer or geometry (same formula, charge and spin) ... 23.6 kcal per mole
Frontier orbital gap (spin up / spin down) ... 3.9 / 3.8 eV
Maximum force ... 3.02 eV/Å
HOMO (spin up / spin down) ... -0.160 / -0.156 Ha

[2]
Computed, not measured: a cluster of 2 separate species, C20H23N in total in a non-equilibrium geometry, with ωB97M-V/def2-TZVPD.

Positions of all 44 atoms, in Å:
C (-2.381, -0.877, -1.578)
C (-1.279, -0.226, -0.774)
C (0.098, -0.462, -1.209)
C (1.053, 0.614, -1.335)
C (0.599, 2.050, -1.283)
C (2.411, 0.348, -1.480)
C (2.899, -0.963, -1.607)
C (4.352, -1.227, -1.774)
C (1.970, -2.013, -1.620)
C (0.600, -1.781, -1.524)
C (-0.275, -2.993, -1.637)
H (-3.281, -0.256, -1.573)
H (-2.040, -0.986, -2.651)
H (-2.736, -1.868, -1.183)
H (-1.479, 0.860, -0.574)
H (1.450, 2.730, -1.438)
H (-0.122, 2.289, -2.085)
H (0.133, 2.295, -0.314)
H (3.107, 1.190, -1.527)
H (4.549, -2.306, -1.800)
H (4.767, -0.775, -2.690)
H (4.914, -0.811, -0.928)
H (2.345, -3.038, -1.735)
H (0.333, -3.869, -1.904)
H (-0.782, -3.211, -0.690)
H (-1.029, -2.915, -2.432)
C (-3.421, 0.188, 1.241)
C (-1.907, -0.045, 1.215)
C (-1.549, -1.416, 1.350)
N (-1.242, -2.551, 1.398)
C (-1.050, 0.895, 1.992)
C (-1.426, 2.239, 2.198)
C (-0.604, 3.112, 2.892)
C (0.623, 2.670, 3.391)
C (1.038, 1.351, 3.155)
C (0.225, 0.472, 2.448)
H (-3.696, 1.239, 1.407)
H (-3.838, -0.100, 0.267)
H (-3.961, -0.434, 1.993)
H (-2.338, 2.622, 1.712)
H (-0.899, 4.137, 3.026)
H (1.255, 3.339, 3.972)
H (2.016, 1.012, 3.512)
H (0.593, -0.528, 2.178)

Forces on atoms 1 to 6 (eV/Å):
-0.7 -0.6 -0.3
-1.6 3.2 0.8
2.2 -0.9 0.1
-0.8 -0.6 0.7
0.0 0.5 0.1
-0.1 -0.4 -0.4

Summary:
Molar mass ... 277.41 g mol⁻¹
Frontier orbital gap ... 7.6 eV
Maximum force ... 3.69 eV/Å
HOMO ... -0.282 Ha